1.
The following is a quantum chemistry calculation of a 6-piece molecular cluster, C19H43O10P2S overall, from the OMol25 dataset.

Geometry as ORCA input:
```
! RIJCOSX wB97M-V def2-TZVPD def2/J DEFGRID3
* xyz 1 1
S 2.99540 1.19280 -2.34076
P 2.02605 -0.99513 -2.30192
P 1.38396 2.21706 -1.41825
O -9.14519 0.99135 0.81151
O 3.45563 -1.73420 -2.30069
O -0.99649 -1.68860 -1.29990
O 1.84070 3.71789 -1.60508
O 2.60763 4.84870 1.54623
O -4.86888 -4.34511 -0.52545
O 6.69313 -3.02304 0.96094
O 1.51849 1.91899 0.12215
O 0.16614 1.76844 -2.07405
O 1.65122 -1.16273 -0.78688
C -5.85858 -4.41180 0.16840
C -6.73111 -5.64001 0.19038
C -6.81935 1.29081 1.19200
C 4.39302 1.18320 -1.15477
C -8.44997 0.57145 3.04756
C 1.78917 5.45629 2.20695
C 1.99007 5.70370 3.67676
C -1.49971 -1.32945 -3.59608
C 5.54463 2.13223 -1.49305
C 4.50417 -3.42255 0.15016
C 5.77210 -3.80214 0.88173
C 6.49233 2.13650 -0.26926
C 0.52635 6.01182 1.59900
C -1.61870 -2.05497 -2.28375
C -6.28472 -3.26730 1.05551
C -2.54150 -3.23150 -2.23110
C -8.23520 0.95551 1.60336
C 5.82788 -5.17691 1.49501
C 5.09266 3.54564 -1.84618
H 4.73449 0.14562 -1.14607
H -7.85238 -0.30787 3.29638
H 4.78500 4.09247 -0.95205
H -6.16145 0.43672 1.36508
H 6.47455 3.10327 0.23170
H -6.80252 1.54925 0.13591
H 1.89713 2.65262 0.63780
H -0.34930 5.58898 2.09396
H 7.51480 1.89707 -0.55484
H -5.57756 -2.44648 0.95585
H -6.44219 2.13121 1.77728
H 0.49152 5.79188 0.53413
H 5.69211 -5.93740 0.72381
H 6.78573 -5.32331 1.98694
H -8.13496 1.38390 3.70477
H -7.74754 -5.38171 -0.11191
H 2.92922 5.26544 4.00333
H -3.55618 -2.93119 -2.49428
H 1.99710 6.77634 3.87741
H 4.02388 -1.46918 -3.03654
H 5.92232 4.09432 -2.29280
H 4.27118 3.56781 -2.56386
H -6.78289 -6.04391 1.20302
H -0.82492 -0.48141 -3.50609
H -2.21573 -3.97463 -2.96244
H 0.49012 7.09331 1.73758
H 4.61648 -2.41286 -0.22911
H -2.48424 -0.97321 -3.90360
H 4.31984 -4.10960 -0.67746
H 1.10793 4.34573 -1.53718
H 0.66568 -1.24625 -0.72321
H 6.20564 1.38800 0.47310
H -6.32951 -6.39251 -0.48304
H 6.10411 1.72002 -2.33579
H -6.31590 -3.59246 2.09662
H -7.28090 -2.92639 0.76774
H -1.14528 -2.01378 -4.36934
H -2.55648 -3.67081 -1.23965
H -9.50193 0.35595 3.21588
H 3.64601 -3.46638 0.82357
H 5.02102 -5.29647 2.22039
H 3.98043 1.39026 -0.16772
H 1.16427 5.27075 4.24425
*
```

Calculated values
Highest occupied orbital energy (eV): -11.1
E_tot (hartree): -2582.9746
HOMO-LUMO gap (hartree): 0.2997

2.
The following is a quantum chemistry calculation of C19H43OP3RuSSe as an isolated structure, from the OMol25 dataset.

Geometry as ORCA input:
```
! RIJCOSX wB97M-V def2-TZVPD def2/J DEFGRID3
* xyz 3 6
Ru 0.13132 -0.18697 0.11257
Se 0.77771 -2.84636 1.30121
S -1.31081 4.29011 -0.28222
P -0.68970 0.53361 2.14954
P 2.25216 0.42496 0.65788
P -1.82649 -0.64131 -0.79820
O -0.60872 3.00830 0.12046
C -2.93392 -1.82248 0.05364
C -2.87663 0.79778 -1.12347
C 0.33447 -5.33642 -0.09078
C 1.28214 -0.22026 -2.52750
C 0.63152 -3.96961 -0.27343
C 3.47346 -0.16975 -0.55158
C 0.33626 -6.19807 -1.17836
C 3.11142 -0.03260 2.15828
C 0.55082 0.72260 -1.81819
C -1.87194 -1.45051 -2.43180
C 0.18654 1.86426 3.05725
C -0.48293 4.74561 -1.83554
C -2.39562 1.20575 2.28112
C 0.86340 -3.49390 -1.55352
C 0.91725 -4.38067 -2.63100
C -0.67195 5.55184 0.84382
C 2.49906 2.24518 0.52470
C -0.78505 -0.75698 3.45709
C 0.65149 -5.72953 -2.45692
H -0.29521 1.98011 4.03687
H -3.66519 0.51376 -1.82509
H -2.48096 2.11053 1.65775
H -3.28681 -1.46166 1.02016
H 0.10104 2.79944 2.48418
H -0.54652 -2.15270 1.02535
H 0.08764 -7.24299 -1.06663
H -1.05464 6.54170 0.57049
H -2.90099 -1.73741 -2.67223
H -3.33854 1.19628 -0.22190
H 3.57607 2.44046 0.47391
H 2.45412 0.01564 3.02969
H 2.33745 -0.43199 -2.40647
H 0.88344 -0.53374 -3.48850
H 1.16004 -3.96949 -3.61758
H -1.44568 -0.79314 -3.19761
H 3.48753 -1.05643 2.03243
H -0.08107 1.33811 -2.47186
H -1.24892 -2.34311 -2.41769
H 0.10181 -5.72562 0.89419
H -2.42244 -2.77072 0.22472
H -3.80195 -2.00865 -0.59022
H -2.56416 1.46094 3.33738
H 4.47283 0.16660 -0.28872
H -0.77092 5.76575 -2.12723
H 0.42338 5.55927 0.88058
H 0.78184 1.31806 -0.90178
H -2.28816 1.59784 -1.57647
H 0.60732 4.61812 -1.74842
H 3.95030 0.66284 2.28007
H -1.44309 -1.57665 3.12901
H -0.85379 4.02899 -2.58163
H 3.25837 0.29632 -1.51142
H 1.24414 1.62841 3.22936
H 0.67827 -6.39926 -3.31172
H -1.20006 -0.29563 4.36777
H 3.41632 -1.25915 -0.61532
H -1.04158 5.29313 1.84944
H -3.15568 0.47194 1.99322
H 1.01612 -2.42761 -1.75321
H 2.00990 2.65720 -0.35964
H 2.07512 2.73128 1.40339
H 0.21804 -1.16134 3.66632
*
```

Calculated values
Highest occupied orbital energy (spin up / spin down) (eV): -15.1 / -16.8
E_tot (hartree): -4742.3297
HOMO-LUMO gap (spin up / spin down) (hartree): 0.2199 / 0.1182

3.
The following is a quantum chemistry calculation of C19H43P2PdSSi4Te as an isolated structure, from the OMol25 dataset.

Geometry as ORCA input:
```
! RIJCOSX wB97M-V def2-TZVPD def2/J DEFGRID3
* xyz -1 1
Te -0.22434 -0.20188 0.56493
Pd 2.31636 -0.04559 0.18388
S 1.16275 -0.94706 -1.56824
P 3.10163 2.14645 0.55048
P 3.39053 -0.58534 2.17780
Si -2.02606 -0.69329 -1.09228
Si -2.38320 0.90591 -2.76078
Si -1.88295 -2.86373 -1.97801
Si -3.88143 -0.66864 0.37646
C 6.46066 1.72282 3.74528
C 6.32870 2.91372 3.04454
C -5.59126 -0.70868 -0.43923
C 5.58560 0.67993 3.48940
C 4.44263 1.99855 1.82337
C -0.97165 -2.93231 -3.62552
C -2.81285 2.55526 -1.95155
C 3.83934 3.36931 -0.61572
C 4.57520 0.79502 2.53432
C -3.86013 0.34274 -3.80426
C -1.06988 -4.01100 -0.72995
C 2.37072 -0.50839 3.70599
C 1.96820 3.27848 1.45458
C -0.94785 1.16831 -3.94241
C -3.77045 -2.17862 1.50782
C 5.32518 3.04358 2.09852
C -3.63036 -3.51702 -2.32012
C -3.85038 0.87183 1.46972
C 4.40409 -2.06623 2.58836
H 7.24362 1.60633 4.48506
H -2.83866 3.35972 -2.69236
H 5.23063 3.97870 1.56011
H -1.53710 -2.42564 -4.41219
H -6.36902 -0.79415 0.32728
H -4.17684 -2.86395 -3.00569
H -4.11063 1.76311 0.89418
H 2.48401 4.14976 1.86674
H -2.86021 1.03625 1.89936
H -0.02836 1.37248 -3.39185
H 7.00643 3.73759 3.23414
H -1.71532 -4.17516 0.13640
H 1.47360 2.73074 2.25704
H -3.60589 -0.55391 -4.37576
H -0.84942 -4.98164 -1.18543
H 3.75776 -2.93278 2.44201
H -5.69931 -1.55064 -1.12501
H -2.75424 -2.31278 1.88442
H -2.07067 2.80899 -1.19120
H -0.13525 -3.56770 -0.38091
H -1.17201 2.00381 -4.61328
H 1.74349 0.38278 3.67543
H -5.78334 0.20940 -0.99980
H -4.74020 0.11459 -3.20059
H 1.70605 -1.37424 3.71784
H -4.04701 -3.08715 0.96709
H 4.08677 4.33829 -0.17396
H 0.00522 -2.45499 -3.53475
H -3.57502 -4.51110 -2.77530
H -4.44575 -2.07558 2.36271
H -0.83418 -3.97409 -3.92998
H 4.78782 -2.08633 3.61158
H -3.78977 2.51095 -1.46401
H -4.57036 0.77239 2.28807
H 1.19184 3.60744 0.76127
H 2.97716 -0.49864 4.61536
H 4.73032 2.94063 -1.07569
H 5.69722 -0.24388 4.04379
H -4.13149 1.12592 -4.51950
H -0.77221 0.27632 -4.54822
H -4.21499 -3.60283 -1.40222
H 3.10270 3.52470 -1.40552
H 5.23378 -2.14782 1.88595
*
```

Calculated values
Highest occupied orbital energy (eV): -2.8
E_tot (hartree): -3384.7413
HOMO-LUMO gap (hartree): 0.1992

What is the E_tot in the third record? -3384.7413 hartree

Among the records above, which one has the lowest E_tot? C19H43OP3RuSSe